6
Properties=species:S:1:pos:R:3:mulliken_charge:R:1 method="wB97M-V/def2-TZVPD" lumo_ev="-1.686 / -1.689" energy_ha=-278.02240 homo_ev="-10.99 / -10.99" fmax_ev_per_a=3.0 e_above_lowest_kcal_mol=147.55
O -1.46 0.51 -0.51 -0.329
N -0.10 -1.16 -0.07 -0.397
N 0.47 1.18 0.21 -0.216
N -1.26 -0.69 -0.48 0.266
C 0.65 -0.04 0.23 0.313
H 1.68 0.20 0.62 0.363